(1)
{"formula": "C35H56N3O2OsP2", "method": "wB97M-V/def2-TZVPD", "species": ["C", "H", "H", "H", "H", "H", "H", "H", "H", "H", "H", "H", "C", "C", "C", "C", "H", "C", "C", "H", "C", "P", "N", "H", "N", "H", "H", "C", "H", "C", "H", "H", "H", "C", "H", "H", "H", "C", "H", "H", "C", "O", "C", "H", "C", "N", "H", "P", "C", "H", "H", "H", "C", "H", "C", "H", "H", "C", "H", "O", "H", "H", "H", "H", "C", "C", "H", "C", "H", "C", "C", "Os", "H", "H", "C", "H", "C", "C", "H", "C", "H", "C", "C", "H", "H", "C", "H", "C", "H", "H", "H", "C", "C", "C", "H", "H", "H", "H", "H"], "coordinates": [[0.03082, 1.45026, 3.22190], [4.69997, 0.10281, 1.58160], [1.66143, 4.16127, 2.95971], [-2.13043, -3.32033, 0.93161], [2.82322, 2.86810, 3.32466], [3.49511, -3.54410, 0.97816], [-3.72911, -3.99767, 0.61182], [4.93971, -1.71871, -1.21695], [3.37602, -1.41710, -2.82736], [-4.73893, -2.52379, 2.17965], [0.15278, 3.47287, -1.73840], [0.81711, 2.02305, 5.81996], [-0.60196, -3.64233, -3.36920], [0.43566, 4.16010, -3.77048], [0.84298, 1.45340, -4.41966], [4.89664, -0.65604, -0.94270], [4.43028, -0.57719, 3.18961], [-2.57308, 2.32208, -0.71988], [0.57695, 0.86692, -2.00114], [3.70489, 0.28917, -3.18620], [-3.00957, -3.22775, 0.29019], [-2.53218, -0.41564, -0.04792], [-0.47538, -1.84233, -1.27127], [1.45105, 3.61004, 5.30310], [0.81168, 2.40993, 3.73381], [3.77864, 1.60582, 0.26355], [2.96445, -2.32526, 3.67362], [1.82241, 3.07644, 2.91957], [-5.57144, -2.77442, -0.10689], [-0.60845, -1.73405, 1.92144], [3.21957, 0.51372, 2.48107], [-3.02200, 3.31160, -0.54147], [4.85896, -2.46741, 0.59965], [-3.70619, -1.85594, 0.41269], [0.82449, 4.54864, -5.86020], [-2.72667, -3.45103, -0.74553], [2.06509, -0.23042, -2.77381], [3.46987, -0.10321, -1.07315], [-3.83407, 2.69874, 1.64478], [-2.19357, 0.27115, -2.38719], [-1.48143, -1.75639, -2.16295], [-0.83188, -2.43241, 2.85086], [-1.01754, 0.85495, 4.11647], [-4.77308, -0.76072, 2.00194], [-4.79394, 1.24928, -0.41369], [0.07868, 0.75120, -0.91186], [-5.46348, 0.68593, 0.24841], [2.13192, -0.91012, 0.16122], [0.47790, -3.65449, -2.51460], [-4.66571, -2.24446, -1.52677], [4.09902, 1.92668, -1.45616], [-1.63820, 1.64613, 4.56359], [0.74208, 3.78359, -5.08586], [4.60953, -3.01066, 2.25262], [4.08814, -2.69390, 1.33659], [-1.66025, 0.18387, 3.53854], [-0.30670, 3.30487, 5.30029], [3.43614, 1.39258, -0.75787], [1.18348, 2.14274, -6.43981], [0.23142, 1.09998, 2.01187], [1.27724, -4.39176, -2.56063], [1.71992, -2.91171, 2.56568], [2.42952, 1.80454, -0.87317], [-5.16883, 2.28391, -0.43633], [-2.49300, -0.66843, -1.89523], [0.94375, 2.43312, -5.41155], [1.76142, 2.73026, 1.88512], [2.30038, -2.02615, 2.84625], [1.63494, -1.24886, 3.23832], [1.83780, -2.21505, -0.99250], [-3.34902, 1.28090, 0.10195], [-0.27786, -0.62754, 0.47538], [2.65964, -2.93182, -1.11410], [0.95764, 0.39430, -4.66043], [3.12465, -0.38877, -2.54251], [-2.62034, 2.12707, -1.79765], [0.37494, 3.18769, -2.77033], [0.62569, -2.60764, -1.57022], [-2.29589, 1.85096, 1.92367], [3.93114, -0.29293, 2.25086], [-3.46924, -0.93406, -2.31340], [-1.55057, -2.62241, -3.24987], [3.17789, -1.51697, 1.70055], [-1.52326, 2.36640, -0.41636], [-3.27953, -1.59461, 2.54961], [0.68150, 2.85694, 5.11472], [-4.86134, 0.86178, -1.43943], [-4.93864, -1.96498, -0.50212], [5.36048, -0.51332, 0.03627], [0.25208, 5.20957, -3.52085], [-0.71460, -4.39811, -4.14177], [0.60125, 1.82930, -3.07944], [-3.32578, 1.72575, 1.56889], [-4.14342, -1.65055, 1.87132], [-3.84162, 1.02233, 2.23336], [-0.54404, 0.27224, 4.92251], [5.52765, -0.12209, -1.67301], [-5.55133, -1.06217, -0.53328], [-2.37408, -2.49718, -3.94587]], "homo_energy_ev": [-14.309, -16.635], "charge": 3, "s_squared": 6.0687, "spin_multiplicity": 5, "lumo_energy_ev": [-8.6, -12.8]}



(2)
{"formula": "C35H57BF18N2O19S", "method": "wB97M-V/def2-TZVPD", "species": ["O", "F", "C", "C", "O", "F", "F", "O", "H", "H", "O", "H", "C", "F", "H", "H", "C", "H", "C", "H", "H", "H", "O", "F", "O", "F", "C", "C", "H", "H", "C", "H", "O", "H", "C", "N", "O", "C", "C", "H", "H", "C", "O", "C", "C", "H", "C", "C", "F", "O", "F", "O", "H", "H", "C", "F", "H", "C", "H", "H", "F", "H", "H", "C", "H", "O", "H", "H", "H", "H", "H", "H", "H", "C", "O", "H", "C", "H", "H", "C", "C", "C", "H", "C", "H", "C", "N", "H", "C", "O", "C", "H", "O", "O", "H", "C", "C", "H", "H", "H", "C", "O", "C", "H", "S", "O", "H", "H", "H", "F", "C", "B", "H", "H", "H", "O", "F", "F", "F", "H", "H", "F", "F", "F", "H", "H", "H", "H", "H", "F", "H", "C", "C"], "coordinates": [[2.30090, 5.14763, -2.19703], [0.01411, 3.05343, -10.91430], [-1.87812, -3.26804, -1.94074], [5.99569, -5.34153, -1.21306], [3.57779, -5.57340, -1.23301], [-2.89985, -3.92435, 2.21404], [-3.30492, -5.51566, 0.77880], [-6.00001, -4.35689, 0.47730], [-1.06825, 1.46564, 0.87155], [0.00803, 3.73675, 2.96871], [6.37753, -2.32085, 1.65333], [5.90184, 0.93569, 5.24824], [4.52690, 9.15422, 6.30699], [1.30661, 3.08414, -9.15776], [5.61016, 8.88610, 4.45643], [4.19367, 4.33391, 0.29835], [-3.25224, -1.16846, -3.74819], [4.12877, 4.45904, 6.40942], [3.02467, 1.98832, 3.91347], [4.67430, 4.56422, 2.97271], [0.73789, 4.75266, -0.69258], [-7.64587, -5.11265, 1.52655], [8.12259, -2.38145, 3.61122], [5.30632, 6.04089, 9.10409], [-3.02286, -2.50603, -3.94307], [1.85536, -4.66009, 0.67153], [2.93899, 2.63845, 0.14867], [-1.77972, -3.01696, -3.43434], [1.24010, 0.76664, 0.72374], [0.09255, 5.06807, -2.44030], [-5.20073, -4.28794, 1.58910], [-1.56463, 2.66005, 3.02516], [-1.23663, 2.66528, -8.27192], [5.71347, 3.65994, 5.70758], [0.47652, 2.28436, -9.88733], [3.25309, 4.09968, -0.11503], [3.62340, -3.43097, -2.05020], [4.78297, -5.86894, -1.95787], [-0.23182, 2.28925, 1.08705], [4.84735, -6.95835, -2.03792], [4.72949, -5.47209, -2.97779], [-3.72552, -4.28599, 1.19228], [-2.47010, -0.41885, -3.16976], [-4.57988, -0.75244, -4.37907], [-9.97825, -7.91928, -3.72536], [-0.17009, 2.91899, 0.07507], [1.78410, -4.13971, -0.58747], [4.55527, 3.47693, 5.89466], [1.26972, 1.33123, -10.45202], [7.75877, -0.13193, 2.56930], [-5.00152, 0.47701, -3.97016], [-1.04220, 0.53020, -9.08649], [4.41019, 9.88754, 7.11272], [3.33204, 0.61313, 5.83986], [-0.66078, 1.69711, -9.05341], [-12.00787, -4.64063, -0.89586], [-1.58761, -3.96127, -3.95276], [3.08802, -4.29989, -1.36713], [0.95334, 3.42422, -2.04905], [-7.87777, -4.80613, -0.19347], [-4.50512, -0.69711, -5.73970], [-3.03789, 1.62258, -8.05015], [-1.43275, 4.10191, 1.80940], [0.98023, 4.59359, -1.84343], [-9.28013, -7.61086, -5.74755], [4.95569, 7.88656, 6.83083], [5.97075, -4.24991, -1.13828], [-2.04658, -2.33581, -1.39262], [6.01754, -5.72961, -0.18973], [-9.30155, -8.76131, -3.55091], [5.54492, 0.99599, 3.38173], [5.93288, -3.14598, 2.06055], [3.59512, 3.32464, -2.19088], [2.22278, 2.43637, 1.64659], [3.86697, 4.60837, 3.57517], [6.48239, 9.82993, 5.65637], [-1.87437, 1.54505, -6.21310], [-0.95982, -3.72801, -1.56515], [1.95528, 3.51515, 2.01328], [-0.81197, 3.21642, 2.31215], [-7.41599, -4.41139, 0.71664], [3.40275, 4.35309, -1.61621], [3.05578, -0.28737, 4.18601], [3.60619, 0.63297, 4.70246], [-7.53478, -2.61289, 1.92292], [-11.13978, -5.68738, -0.98110], [1.03451, 1.52705, 1.40812], [5.12406, 10.56805, 4.78507], [-2.35368, 2.25044, -7.46859], [-5.63133, -4.26311, 2.73898], [-7.96178, -3.02442, 1.00304], [6.91846, -5.63142, -1.72334], [1.62987, 2.13682, 4.35726], [-10.06521, -7.18985, -2.49020], [-2.71843, 1.29633, -5.56376], [5.22729, 0.45680, 4.39813], [5.60484, -1.13776, 4.20024], [-2.90175, 3.15661, -7.19317], [-8.45754, -6.60901, -4.52570], [-10.95319, -8.33866, -3.99774], [5.95476, 7.92630, 7.76890], [3.19853, 1.71529, 2.47843], [-11.14664, -6.35829, -2.35353], [2.27780, 2.23032, -0.73025], [7.02550, -1.43002, 2.99249], [-12.00785, -6.21086, -3.21657], [-7.70069, -2.33373, 0.19491], [3.53764, 8.99834, 5.86604], [5.93953, -1.63893, 5.23026], [1.40960, -2.83819, -0.43805], [-9.41885, -7.03745, -4.82674], [3.81380, 3.37419, 4.42352], [-1.34212, 0.62034, -6.45700], [1.56201, 2.75453, 5.16853], [-10.08781, -6.19794, -5.04020], [6.48436, 8.96352, 8.15870], [7.44262, 6.45995, 8.97427], [6.39358, 5.61188, 7.26270], [-11.48714, -6.55314, 0.01377], [3.93928, 1.99962, 0.16663], [-2.72372, -3.92590, -1.71602], [-3.45669, -3.42785, 0.16646], [-5.59494, -1.61652, -4.08927], [-9.91469, -5.19176, -0.64272], [4.41604, 2.53926, 6.58094], [-1.17371, 2.17832, -5.65962], [-9.04978, -3.05205, 1.10992], [-0.95328, -2.34005, -3.67800], [4.67919, -1.76782, 3.83144], [0.74069, -4.76906, -1.19998], [4.40899, 4.98232, -1.72907], [5.48834, 9.64208, 5.23871], [6.27575, 6.52053, 8.27337]], "homo_energy_ev": -8.539, "lumo_energy_ev": -0.1}



no.,largest force on an atom (eV/A)
1,7.87
2,7.29